Density functional theory data (ωB97M-V/def2-TZVPD) for a molecular structure, C5H11AsF6IrNO3.

E_HOMO (spin up / spin down): -12.64 / -12.69 eV
LUMO energy (spin up / spin down): -5.593 / -5.643 eV
2S+1: 2
energy relative to the best compared isomer or geometry (same formula, charge and spin): 123.5 kJ/mol
charge: +1

CARTESIAN COORDINATES (ANGSTROEM)
Ir -0.054 0.211 -0.895
N 3.041 0.080 -0.324
C 3.770 1.106 -0.149
C 0.541 3.379 -1.501
O 1.026 4.412 -1.371
O 0.053 2.330 -1.632
H 2.682 -0.472 0.455
H 2.987 -0.410 -1.220
H 4.241 1.576 -1.004
H 3.886 1.519 0.846
C -2.294 1.496 2.153
C -2.428 0.679 0.883
C -2.452 -0.820 1.134
O -1.383 1.132 -0.016
H -3.163 1.330 2.790
H -2.233 2.559 1.928
H -1.403 1.194 2.709
H -3.330 0.979 0.345
H -1.457 -1.253 1.111
H -3.074 -1.348 0.414
H -2.847 -1.010 2.131
F 1.203 -1.220 -2.040
As 0.533 -2.827 -1.288
F 0.719 -3.661 -2.734
F -1.005 -2.222 -1.741
F 2.141 -3.082 -0.774
F 0.416 -1.608 0.124
F -0.117 -4.050 -0.334



Density functional theory data (ωB97M-V/def2-TZVPD) for a molecular structure, C8H14.

E_HOMO: -6.90 eV
LUMO energy: -0.815 eV
energy relative to the best compared isomer or geometry (same formula, charge and spin): 1047.6 kJ/mol

CARTESIAN COORDINATES (ANGSTROEM)
C -1.800 0.401 -1.649
C -1.988 0.953 -0.243
C -2.255 -0.152 0.801
C -0.905 -0.723 1.366
C 0.109 -1.035 0.257
C 1.159 -0.371 0.001
C 2.518 -0.881 -0.093
C 3.767 0.171 -0.324
H -1.996 1.147 -2.491
H -0.828 -0.043 -1.872
H -2.577 -0.350 -1.862
H -1.074 1.568 0.151
H -2.720 1.787 -0.158
H -2.953 0.119 1.675
H -2.828 -1.016 0.435
H -0.525 0.108 2.074
H -0.975 -1.566 2.141
H 1.085 0.584 0.408
H 3.101 -1.743 0.067
H 3.062 -0.191 -1.097
H 4.181 1.313 -0.261
H 4.444 -0.079 0.674



Density functional theory data (ωB97M-V/def2-TZVPD) for 2 unconnected molecules or ions with the total composition C5H12N2O.

E_HOMO (spin up / spin down): -14.02 / -12.86 eV
LUMO energy (spin up / spin down): -3.003 / -8.343 eV
2S+1: 2
energy relative to the best compared isomer or geometry (same formula, charge and spin): 205.3 kJ/mol
charge: +1

CARTESIAN COORDINATES (ANGSTROEM)
C 1.267 2.253 -0.776
N -0.714 2.262 1.401
C 0.061 1.155 1.050
N 1.036 1.175 0.224
H 1.995 1.951 -1.589
H 1.649 3.198 -0.296
H 0.307 2.523 -1.254
H -0.709 3.011 0.673
H -1.595 2.123 1.878
H -0.277 0.215 1.569
C -1.603 -1.262 -0.034
C -0.409 -1.902 0.044
O 0.148 -2.128 1.322
C 0.324 -2.530 -1.131
H -2.134 -1.239 -0.983
H -2.044 -0.808 0.879
H 1.094 -1.928 1.346
H -0.341 -2.727 -1.948
H 1.105 -1.832 -1.514
H 0.840 -3.510 -0.861



Density functional theory data (ωB97M-V/def2-TZVPD) for 2 unconnected molecules or ions with the total composition C5H8N2O.

E_HOMO (spin up / spin down): -8.22 / -8.21 eV
LUMO energy (spin up / spin down): 0.124 / 0.124 eV
structure (SMILES): CC#CN.COC#N
energy relative to the best compared isomer or geometry (same formula, charge and spin): 524.9 kJ/mol

CARTESIAN COORDINATES (ANGSTROEM)
C 3.134 -0.659 -0.338
C 1.690 -0.586 -0.175
C 0.591 -1.130 0.050
N -0.027 -2.278 0.442
H 3.568 -1.598 0.021
H 3.472 -0.652 -1.376
H 3.667 0.090 0.251
H -1.005 -2.099 0.645
H 0.117 -3.082 -0.153
C -2.336 2.461 0.245
O -1.192 1.644 -0.043
C -1.405 0.314 -0.219
N -2.206 -0.528 -0.345
H -2.712 2.301 1.259
H -3.232 2.285 -0.353
H -2.126 3.517 0.088



Density functional theory data (ωB97M-V/def2-TZVPD) for a gas-phase ion, C3H10NO5P2 (charge -1).

E_HOMO: -5.03 eV
LUMO energy: 3.535 eV
structure (SMILES): C[P@@](=O)([O-])[C@@](N)(O)[P@](C)(=O)O
energy relative to the best compared isomer or geometry (same formula, charge and spin): 0.0 kJ/mol
charge: -1

CARTESIAN COORDINATES (ANGSTROEM)
C 1.692 1.658 -0.257
P 0.945 0.877 1.192
O 1.782 -0.333 1.659
O 0.522 1.965 2.133
C -0.954 0.250 0.367
N -1.953 0.486 1.444
O -1.212 1.078 -0.771
P -0.802 -1.577 -0.207
C -0.182 -1.496 -1.949
O -2.045 -2.403 -0.072
O 0.451 -2.168 0.602
H 2.780 1.728 -0.134
H 1.308 2.661 -0.434
H 1.576 1.016 -1.196
H -2.289 -0.408 1.654
H -1.546 0.611 2.318
H -1.036 2.027 -0.454
H -0.962 -1.552 -2.657
H 0.486 -2.342 -2.184
H 0.409 -0.596 -2.194
H 1.031 -1.482 1.141



Density functional theory data (ωB97M-V/def2-TZVPD) for a molecular structure, C42H60N7OSSi2Y.

E_HOMO: -6.05 eV
LUMO energy: -0.601 eV
energy relative to the best compared isomer or geometry (same formula, charge and spin): 0.0 kJ/mol

CARTESIAN COORDINATES (ANGSTROEM)
Y -0.259 -0.152 0.457
C 1.337 4.513 0.496
C 1.068 5.031 -0.757
C 0.337 4.267 -1.652
C -0.095 3.010 -1.254
N 0.201 2.490 -0.064
C 0.894 3.236 0.799
C -0.932 2.163 -2.149
C -1.763 2.732 -3.105
C -2.541 1.907 -3.894
C -2.451 0.536 -3.721
C -1.605 0.054 -2.740
N -0.870 0.845 -1.957
H 1.899 5.069 1.234
H 1.423 6.013 -1.041
H 0.121 4.633 -2.646
H 1.109 2.789 1.759
H -1.835 3.807 -3.189
H -3.222 2.331 -4.621
H -3.051 -0.151 -4.304
H -1.539 -1.004 -2.523
C -2.913 0.109 3.289
Si -1.291 0.887 3.782
C -0.874 0.064 5.422
C -1.577 2.725 4.059
N -0.081 0.617 2.567
C 1.286 0.838 2.883
C 1.684 1.414 4.095
C 3.015 1.515 4.499
C 4.001 1.046 3.658
C 3.636 0.572 2.399
C 2.315 0.518 1.938
N 1.991 0.207 0.594
Si 3.220 0.366 -0.605
C 4.486 -1.019 -0.624
C 4.106 2.018 -0.461
C 2.520 0.395 -2.359
H -3.416 -0.240 4.195
H -2.766 -0.751 2.634
H -3.580 0.800 2.768
H -1.167 0.710 6.256
H 0.184 -0.171 5.541
H -1.438 -0.869 5.518
H -2.646 2.957 4.029
H -1.087 3.308 3.272
H -1.186 3.071 5.020
H 0.920 1.787 4.768
H 3.258 1.947 5.462
H 5.045 1.074 3.947
H 4.425 0.246 1.731
H 4.773 -1.370 0.371
H 5.394 -0.676 -1.131
H 4.089 -1.879 -1.173
H 4.267 2.326 0.574
H 3.503 2.791 -0.950
H 5.079 1.991 -0.964
H 2.888 -0.459 -2.936
H 2.844 1.310 -2.865
H 1.429 0.368 -2.393
C -6.893 1.228 -1.031
C -5.461 1.345 -0.572
C -4.940 2.576 -0.203
C -3.609 2.664 0.217
C -2.996 3.997 0.563
C -2.852 1.515 0.263
C -3.344 0.222 -0.049
C -4.677 0.192 -0.500
N -2.484 -0.849 0.097
C -3.054 -2.212 0.034
C -3.233 -2.703 -1.410
C -2.045 -3.134 0.711
C -4.390 -2.372 0.816
H -7.297 2.197 -1.326
H -7.526 0.833 -0.233
H -6.981 0.549 -1.881
H -5.557 3.467 -0.245
H -3.664 4.585 1.195
H -2.807 4.583 -0.342
H -2.049 3.883 1.091
H -1.831 1.641 0.610
H -5.133 -0.740 -0.800
H -2.254 -2.865 -1.872
H -3.793 -1.986 -2.011
H -3.769 -3.657 -1.430
H -1.049 -3.069 0.263
H -2.358 -4.178 0.624
H -1.965 -2.892 1.773
H -5.271 -2.392 0.174
H -4.528 -1.568 1.537
H -4.381 -3.317 1.364
S 0.865 -2.531 -1.649
C 1.552 -3.030 -3.068
N 1.003 -2.649 -4.273
C 1.488 -3.000 -5.476
C 2.592 -3.779 -5.543
C 3.148 -4.152 -4.297
N 2.678 -3.814 -3.131
H 0.186 -2.058 -4.200
H 0.957 -2.626 -6.340
H 3.018 -4.084 -6.485
H 4.043 -4.768 -4.280
C 2.743 -2.866 2.912
C 1.661 -2.483 3.946
C 0.371 -2.524 3.139
O 0.770 -2.173 1.810
C 2.000 -2.876 1.571
H 3.187 -3.841 3.119
H 3.536 -2.122 2.907
H 1.841 -1.476 4.322
H 1.620 -3.167 4.793
H -0.378 -1.807 3.458
H -0.067 -3.530 3.125
H 2.519 -2.365 0.767
H 1.754 -3.892 1.248



Density functional theory data (ωB97M-V/def2-TZVPD) for 2 unconnected molecules or ions with the total composition C3H9NO2S.

E_HOMO: -9.03 eV
LUMO energy: 0.506 eV
structure (SMILES): NC(=O)CCS.O
energy relative to the best compared isomer or geometry (same formula, charge and spin): 183.9 kJ/mol

CARTESIAN COORDINATES (ANGSTROEM)
N -0.568 2.149 -0.510
C -0.333 0.815 -0.036
O 0.693 0.504 0.540
C -1.320 -0.290 -0.314
C -0.739 -1.770 -0.426
S -0.127 -2.400 1.150
H -0.126 2.421 -1.391
H -0.109 2.657 0.284
H -1.977 0.020 -1.109
H -1.877 -0.400 0.616
H -1.691 -2.216 -0.673
H 0.007 -1.874 -1.211
H -0.866 -3.559 0.909
O 2.135 3.072 -1.111
H 2.620 2.349 -1.527
H 1.845 3.582 -1.881



Density functional theory data (ωB97M-V/def2-TZVPD) for 6 unconnected molecules or ions with the total composition C18H38B3F4N5O13S2.

E_HOMO: -9.11 eV
LUMO energy: -2.380 eV
structure (SMILES): O=CCB1OB(S(=O)(=O)F)OB(S(=O)(=O)C(F)(F)F)O1.CNC(C)=O.CNC(C)=O.CNC(C)=O.CNC(C)=O.CNC(C)=O

CARTESIAN COORDINATES (ANGSTROEM)
O 7.840 -0.422 2.190
C 6.669 -0.172 1.540
C 5.326 -0.027 2.469
B 4.178 0.995 1.884
O 4.105 2.370 2.492
B 2.704 2.878 2.309
S 2.337 4.691 1.862
O 3.701 5.420 1.795
O 1.394 5.401 2.869
F 1.534 4.651 0.317
O 1.534 1.959 2.450
B 1.791 0.917 1.394
S 0.305 -0.110 0.847
O 0.677 -1.367 0.010
O -0.751 0.713 0.022
C -0.484 -0.783 2.451
F -1.705 -1.572 2.113
F -0.925 0.399 3.275
F 0.522 -1.628 3.166
O 3.172 0.693 0.847
H 6.735 -0.037 0.379
H 5.691 0.429 3.510
H 4.870 -1.095 2.630
C -6.242 -0.939 2.023
N -5.064 -1.514 2.626
C -4.963 -2.170 3.818
C -6.210 -2.338 4.640
O -3.872 -2.602 4.187
H -6.394 -1.417 1.052
H -6.060 0.129 1.874
H -7.133 -1.073 2.638
H -4.183 -1.441 2.130
H -5.972 -2.880 5.561
H -6.615 -1.359 4.910
H -6.951 -2.916 4.082
C 4.580 7.871 -0.125
N 5.346 6.770 -0.658
C 5.850 6.625 -1.917
C 5.600 7.726 -2.909
O 6.486 5.614 -2.208
H 5.126 8.283 0.728
H 3.618 7.480 0.217
H 4.412 8.657 -0.862
H 5.556 5.988 -0.048
H 6.061 7.469 -3.867
H 4.525 7.852 -3.066
H 6.044 8.660 -2.551
C -11.716 -4.587 4.203
N -10.808 -3.557 4.650
C -9.593 -3.707 5.251
C -9.096 -5.104 5.500
O -8.942 -2.714 5.571
H -11.875 -4.456 3.130
H -12.665 -4.452 4.728
H -11.334 -5.590 4.395
H -11.074 -2.588 4.516
H -8.116 -5.064 5.985
H -9.787 -5.635 6.161
H -8.991 -5.638 4.552
C 2.600 -4.217 -4.399
N 3.792 -3.633 -3.832
C 3.887 -2.734 -2.811
C 2.614 -2.263 -2.165
O 4.991 -2.335 -2.448
H 2.669 -5.302 -4.290
H 2.570 -3.963 -5.462
H 1.690 -3.860 -3.914
H 4.691 -3.903 -4.216
H 2.848 -1.549 -1.369
H 1.983 -1.760 -2.904
H 2.082 -3.110 -1.723
C 2.194 0.233 -8.434
N 1.725 -0.152 -7.124
C 2.462 -0.379 -5.999
C 3.955 -0.220 -6.088
O 1.900 -0.702 -4.955
H 1.722 1.183 -8.697
H 1.878 -0.535 -9.146
H 3.278 0.342 -8.474
H 0.729 -0.279 -6.986
H 4.405 -0.433 -5.114
H 4.363 -0.923 -6.819
H 4.206 0.807 -6.367



| no. | F_max (eV/Å) |
| --- | --- |
| 1 | 1.12 |
| 2 | 6.78 |
| 3 | 4.12 |
| 4 | 4.58 |
| 5 | 2.91 |
| 6 | 0.59 |
| 7 | 2.67 |
| 8 | 9.10 |